[1]
Molecular formula: C55H52N2O2P2PdTe
Method: DFT, ωB97M-V/def2-TZVPD

```
! RIJCOSX wB97M-V def2-TZVPD def2/J DEFGRID3
* xyz -1 2
Pd -0.1926 0.7234 -0.6649
C 1.4158 3.8746 -1.3226
N 2.5426 3.5848 -0.4339
C 3.2618 2.2927 -0.3615
P 2.1802 0.8674 -0.6904
C 3.0825 -0.4546 0.2304
C 4.3735 -0.9024 -0.1358
C 5.0236 -1.8907 0.5952
C 4.4159 -2.4494 1.7063
C 3.1467 -2.0171 2.0944
C 2.4825 -1.0294 1.3711
C 2.5166 0.4596 -2.5125
C 3.1449 1.4124 -3.3339
C 3.4060 1.1734 -4.6826
C 3.0386 -0.0227 -5.2625
C 2.4000 -0.9834 -4.4968
C 2.1348 -0.7515 -3.1467
C 3.5305 4.6247 -0.4444
C 3.7607 5.4509 -1.5528
C 4.7524 6.4310 -1.5305
C 5.5426 6.5981 -0.4015
C 5.3345 5.7874 0.7077
C 4.3370 4.8159 0.6858
P -0.1021 3.0860 -0.6747
C -1.3774 3.8932 -1.6922
C -1.8988 3.1979 -2.7878
C -2.8791 3.7711 -3.5949
C -3.3506 5.0489 -3.3171
C -2.8378 5.7542 -2.2343
C -1.8558 5.1810 -1.4302
C -0.4716 3.6922 0.9934
C -1.6659 3.2569 1.5870
C -2.0078 3.6251 2.8851
C -1.1523 4.4331 3.6245
C 0.0348 4.8751 3.0555
C 0.3680 4.5107 1.7507
H 1.6191 3.5515 -2.3495
H 1.2132 4.9503 -1.3452
H 3.6134 2.1779 0.6691
H 4.1581 2.2794 -0.9927
H 4.8780 -0.4841 -1.0025
H 6.0114 -2.2248 0.2918
H 4.9255 -3.2204 2.2760
H 2.6792 -2.4493 2.9603
H 1.5056 -0.7067 1.6950
H 3.4487 2.3768 -2.9392
H 3.8991 1.9355 -5.2786
H 3.2424 -0.2068 -6.3127
H 2.1002 -1.9235 -4.9480
H 1.6383 -1.5133 -2.6144
H 3.1900 5.3391 -2.4685
H 4.9094 7.0596 -2.4010
H 6.3175 7.3576 -0.3859
H 5.9468 5.9124 1.5946
H 4.1796 4.2102 1.5731
H -1.5498 2.1953 -3.0196
H -3.2777 3.2158 -4.4374
H -4.1188 5.4936 -3.9412
H -3.2047 6.7505 -2.0101
H -1.4752 5.7547 -0.5895
H -2.3470 2.6122 1.0357
H -2.9372 3.2720 3.3189
H -1.4079 4.7123 4.6413
H 0.7133 5.4992 3.6280
H 1.3066 4.8735 1.3490
O -1.8450 0.7208 -0.6674
C -8.0944 -3.1133 2.2188
C -6.6909 -2.8517 1.7463
C -5.8529 -1.9829 2.4416
C -4.5471 -1.7383 2.0010
C -3.6871 -0.7815 2.7836
C -4.0643 -2.3795 0.8383
Te -2.0443 -1.9704 0.1483
N -0.1897 -1.2914 -0.6545
C 1.0434 -1.9522 -0.7839
O 2.0852 -1.2348 -0.7412
C 1.1972 -3.4231 -0.9772
C 2.4596 -4.0071 -0.7944
C 2.6456 -5.3753 -0.9748
C 1.5760 -6.1803 -1.3516
C 0.3217 -5.6130 -1.5538
C 0.1331 -4.2445 -1.3704
C -1.1176 -2.9721 1.7978
C -0.2639 -2.2172 2.5946
C 0.3919 -2.7928 3.6785
C 0.2031 -4.1369 3.9711
C -0.6471 -4.9049 3.1844
C -1.3197 -4.3363 2.0961
C -2.2462 -5.1977 1.2852
C -4.9202 -3.2553 0.1303
C -4.5092 -3.9790 -1.1274
C -6.2202 -3.4805 0.5972
H -8.3263 -2.5466 3.1366
H -8.2217 -4.1885 2.4325
H -8.8128 -2.8149 1.4358
H -6.2218 -1.4898 3.3346
H -4.2269 -0.3605 3.6500
H -3.3738 0.0570 2.1383
H -2.7964 -1.3009 3.1701
H 3.3092 -3.4053 -0.5019
H 3.6244 -5.8120 -0.8230
H 1.7208 -7.2438 -1.4943
H -0.5092 -6.2363 -1.8589
H -0.8471 -3.8384 -1.5599
H -0.1066 -1.1733 2.3750
H 1.0511 -2.1938 4.2915
H 0.7155 -4.5856 4.8131
H -0.7859 -5.9505 3.4322
H -2.2533 -6.2403 1.6475
H -1.9446 -5.2084 0.2279
H -3.2750 -4.8187 1.3693
H -3.4816 -3.7640 -1.4448
H -5.1819 -3.6915 -1.9543
H -4.5886 -5.0690 -0.9678
H -6.8763 -4.1543 0.0548
*
```

Energy relative to the best compared isomer or geometry (same formula, charge and spin) = 0.000 eV
⟨S²⟩ = 0.761
E_LUMO (alpha / beta) = 2.2 / 2.2 eV

---

[2]
Molecular formula: C55H53F8NO2
Method: DFT, ωB97M-V/def2-TZVPD

```
! RIJCOSX wB97M-V def2-TZVPD def2/J DEFGRID3
* xyz 1 2
N -0.1841 4.3590 -0.2200
C -0.7826 3.1372 -0.1639
C -2.0212 2.9076 0.4620
C -2.7961 4.0129 0.8804
C -2.1131 5.3141 0.8837
C -0.8631 5.3734 0.2684
H -0.2833 2.3427 -0.6987
H -2.4552 1.9195 0.4199
H -3.7749 3.8080 1.2882
H -2.5847 6.2282 1.2129
H -0.4694 6.3790 0.2586
C 5.2407 -2.4246 1.4634
O 3.8609 -2.1782 1.7540
H 5.6887 -2.8548 2.3591
H 5.1604 -2.9695 0.5228
H 5.6455 -1.4133 1.4249
H 3.4853 -3.0579 1.8356
C 1.3559 -2.6396 4.3396
O 0.5559 -3.1830 3.2713
H 0.9311 -1.6806 4.6363
H 1.1880 -3.2433 5.2315
H 2.4372 -2.7007 4.2163
H 0.5903 -2.6371 2.4823
F -3.8211 1.5807 7.5239
C -4.1288 1.3398 6.2450
C -3.2119 1.7049 5.2185
C -3.5510 1.4431 3.8907
C -4.6131 0.6015 3.6610
C -5.5515 0.2431 4.6452
C -5.2590 0.6217 5.9651
H -2.2357 2.1201 5.4210
H -2.8501 1.6971 3.1092
H -4.7329 0.3211 2.6250
H -6.4013 -0.4150 4.5391
H -5.9540 0.5162 6.7850
F 4.3540 4.9820 -2.5864
C 4.0906 3.7203 -2.0281
C 5.1386 2.8980 -1.8685
C 5.0173 1.7970 -0.9967
C 3.7587 1.5102 -0.4791
C 2.7099 2.3269 -0.6991
C 2.8873 3.4571 -1.4913
H 6.0616 3.2488 -2.3060
H 5.8702 1.2287 -0.6561
H 3.8016 0.7072 0.2418
H 1.8031 2.1110 -0.1537
H 2.1328 4.2281 -1.5433
F 0.1694 2.3674 5.1719
C 1.3120 1.6738 5.1478
C 1.4549 0.5998 5.9602
C 2.6753 -0.0995 5.9993
C 3.6737 0.3172 5.1103
C 3.5112 1.2471 4.1243
C 2.3567 1.9748 4.1876
H 0.6722 0.2632 6.6238
H 2.8442 -0.9590 6.6311
H 4.5717 -0.2828 5.1173
H 4.3319 1.3655 3.4323
H 2.2578 2.7697 3.4632
F -7.9501 0.8289 -0.1673
C -7.1355 1.4443 -1.0850
C -5.7980 1.0288 -1.0714
C -4.9354 1.6275 -1.9849
C -5.3429 2.6647 -2.7216
C -6.7141 3.0274 -2.7791
C -7.6020 2.3760 -1.9495
H -5.5420 0.1724 -0.4653
H -3.9147 1.2748 -1.9668
H -4.6923 3.2625 -3.3428
H -7.1053 3.7895 -3.4368
H -8.6371 2.6837 -1.9691
F 2.8277 -5.0504 -2.8275
C 3.4494 -3.9019 -3.0772
C 4.1115 -3.6245 -4.3036
C 4.5806 -2.3535 -4.5661
C 4.5929 -1.3605 -3.5402
C 4.0832 -1.7505 -2.3127
C 3.4113 -2.9807 -2.0956
H 4.3060 -4.4545 -4.9667
H 5.0004 -2.0929 -5.5265
H 4.9805 -0.3585 -3.6504
H 4.0953 -1.0883 -1.4596
H 2.9096 -3.0706 -1.1434
F -2.8633 -0.2880 1.3135
C -1.5199 -0.3234 1.0376
C -1.0513 -0.5571 -0.2756
C 0.3212 -0.5795 -0.4193
C 1.1892 -0.6737 0.6728
C 0.6759 -0.3651 1.9583
C -0.6730 -0.2145 2.0962
H -1.8190 -0.4627 -1.0294
H 0.7591 -0.6255 -1.4055
H 2.2309 -0.8962 0.4942
H 1.3516 -0.4579 2.7956
H -1.0318 -0.0683 3.1043
F 0.2739 -7.4959 -2.0038
C -0.2647 -6.3422 -2.4064
C -0.2459 -5.2412 -1.6017
C -0.9369 -4.1112 -1.9982
C -1.5575 -4.0135 -3.2030
C -1.5467 -5.0719 -4.1137
C -0.7627 -6.2285 -3.7029
H 0.2368 -5.2740 -0.6361
H -0.8261 -3.2881 -1.3078
H -1.9871 -3.0924 -3.5682
H -1.9200 -5.0166 -5.1256
H -0.5703 -7.0541 -4.3720
F -2.8705 1.0249 -4.9598
C -1.5687 0.7158 -4.8914
C -1.0694 -0.0016 -5.8912
C 0.2720 -0.3077 -5.7973
C 1.0884 0.1241 -4.7314
C 0.5396 0.8789 -3.7350
C -0.8005 1.1650 -3.8197
H -1.7265 -0.2997 -6.6947
H 0.8057 -0.7078 -6.6467
H 2.1423 -0.0722 -4.8623
H 1.0776 1.2422 -2.8719
H -1.2901 1.8595 -3.1530
*
```

⟨S²⟩ = 0.767
E_LUMO (alpha / beta) = -4.2 / -8.4 eV

---

[3]
Molecular formula: C55H53N8O19PS2
Method: DFT, ωB97M-V/def2-TZVPD

```
! RIJCOSX wB97M-V def2-TZVPD def2/J DEFGRID3
* xyz 0 1
C -6.2832 4.7487 -3.4843
C -5.6208 4.0050 -4.1584
C -4.9800 3.0507 -5.0662
C -3.7720 2.4316 -4.4176
C -2.5048 2.6918 -4.7174
C -1.4265 1.9911 -3.9863
O -0.4285 1.6113 -4.5486
C -1.6963 1.7588 -2.5252
C -3.0205 1.4408 -2.2096
C -3.3709 1.1803 -0.8883
S -5.0545 0.7999 -0.4305
C -2.3886 1.2019 0.1020
C -2.7863 0.8526 1.5148
N -3.3612 1.9941 2.2135
C -3.8779 1.6116 3.5144
C -1.0701 1.5369 -0.2156
C -0.0540 1.5484 0.9060
C 0.0105 2.9074 1.6189
C -0.5281 2.9254 3.0666
C -1.4571 4.1190 3.3363
S -0.6007 5.6619 3.3281
O -1.1536 6.5578 4.2969
O -0.5098 6.1548 1.9812
O 0.8559 5.1904 3.7790
C -0.7109 1.8432 -1.5371
P 0.9978 2.3136 -1.9723
N 1.8615 1.0850 -2.3222
O 1.6223 3.1834 -0.7812
O 0.9435 3.4186 -3.1307
C -4.0232 1.4345 -3.3329
O -4.9596 0.6809 -3.3951
H -6.9008 5.4409 -2.9682
H -4.6662 3.5602 -5.9708
H -5.6944 2.2519 -5.2632
H -2.2105 3.3816 -5.4932
H -5.6137 1.9477 -0.8361
H -3.4811 0.0049 1.4715
H -1.9458 0.5033 2.1050
H -4.0907 2.4109 1.6515
H -3.0769 1.3101 4.1893
H -4.6050 0.7914 3.4772
H -4.3652 2.4710 3.9753
H -0.2732 0.7453 1.6029
H 0.9122 1.3041 0.4735
H -0.5394 3.6651 1.0593
H 1.0525 3.2188 1.6602
H -1.0402 2.0027 3.3217
H 0.3283 3.0313 3.7320
H -2.1693 4.2021 2.5185
H -1.9714 3.9877 4.2838
H 1.4178 5.9726 3.6545
H 1.3279 0.2272 -2.2648
H 1.0494 3.9315 -0.5619
H 1.3566 3.0002 -3.9005
C 2.7331 -5.3347 -2.6844
C 2.6748 -3.9888 -3.0283
C 1.6254 -3.1983 -2.5886
C 0.6448 -3.7784 -1.8036
C 0.6770 -5.1156 -1.4541
C 1.7314 -5.8963 -1.9001
N -0.4620 -2.9426 -1.3124
O -0.4738 -1.7727 -1.6439
O -1.2946 -3.4609 -0.5988
H 3.5576 -5.9467 -3.0328
H 3.4522 -3.5510 -3.6392
H 1.5767 -2.1521 -2.8513
H -0.1021 -5.5491 -0.8441
H 1.7710 -6.9434 -1.6329
C 1.3433 1.2795 8.4296
C 1.2851 1.7607 7.1285
C 0.4730 1.1395 6.1942
C -0.2722 0.0438 6.5858
C -0.2255 -0.4555 7.8737
C 0.5919 0.1720 8.7997
N -1.1506 -0.6117 5.6026
O -1.1699 -0.1670 4.4677
O -1.8092 -1.5557 5.9766
H 1.9764 1.7690 9.1574
H 1.8728 2.6221 6.8409
H 0.4229 1.5013 5.1800
H -0.8156 -1.3162 8.1500
H 0.6407 -0.2034 9.8123
C 0.9187 -8.9540 -7.8137
C 0.5957 -9.5652 -6.6093
C 1.3678 -9.3330 -5.4831
C 2.4537 -8.4842 -5.5893
C 2.7964 -7.8682 -6.7785
C 2.0183 -8.1099 -7.8985
N 3.2628 -8.2182 -4.3922
O 2.9521 -8.7768 -3.3610
O 4.1893 -7.4362 -4.4930
H 0.3099 -9.1347 -8.6895
H -0.2607 -10.2216 -6.5453
H 1.1265 -9.8006 -4.5404
H 3.6517 -7.2117 -6.8301
H 2.2688 -7.6362 -8.8374
C 4.4263 3.9381 2.3804
C 3.5388 3.5065 3.3581
C 3.5828 2.1963 3.8055
C 4.5217 1.3398 3.2644
C 5.4111 1.7463 2.2883
C 5.3581 3.0585 1.8452
N 4.5776 -0.0499 3.7521
O 3.7674 -0.3819 4.5943
O 5.4288 -0.7764 3.2859
H 4.3911 4.9620 2.0311
H 2.8097 4.1821 3.7759
H 2.8965 1.8466 4.5628
H 6.1305 1.0531 1.8796
H 6.0449 3.3932 1.0806
C 2.2524 -6.6349 4.2744
C 2.2238 -6.0698 3.0064
C 1.5121 -6.6832 1.9885
C 0.8364 -7.8572 2.2658
C 0.8553 -8.4397 3.5190
C 1.5722 -7.8188 4.5287
N 0.0624 -8.5047 1.1926
O 0.0767 -7.9803 0.0962
O -0.5444 -9.5182 1.4641
H 2.8062 -6.1503 5.0674
H 2.7547 -5.1489 2.8088
H 1.4850 -6.2520 0.9990
H 0.3204 -9.3588 3.7046
H 1.5975 -8.2586 5.5160
C -0.4848 8.6065 -2.8377
C -1.4980 9.3260 -3.4580
C -2.4544 8.6695 -4.2154
C -2.3756 7.2947 -4.3322
C -1.3725 6.5588 -3.7270
C -0.4201 7.2262 -2.9756
N -3.3977 6.5857 -5.1173
O -4.2622 7.2373 -5.6589
O -3.3131 5.3726 -5.1628
H 0.2567 9.1236 -2.2435
H -1.5455 10.4006 -3.3500
H -3.2471 9.2171 -4.7024
H -1.3315 5.4850 -3.8372
H 0.3712 6.6663 -2.4965
*
```

E_LUMO = -0.7 eV

---

[4]
Molecular formula: C55H54Br2N5OPS2TaTe
Method: DFT, ωB97M-V/def2-TZVPD

```
! RIJCOSX wB97M-V def2-TZVPD def2/J DEFGRID3
* xyz 1 1
Ta 0.1062 0.0880 -0.0346
N -1.6825 2.8933 3.7265
C -3.0738 2.7765 3.9484
C -3.5804 2.7784 5.2365
C -4.9516 2.6917 5.4403
C -5.8092 2.5743 4.3589
C -5.2935 2.5360 3.0693
C -3.9291 2.6560 2.8645
S -3.2624 2.6555 1.2333
N -1.6388 2.2031 1.4714
C -1.0683 2.4250 2.5893
C 0.4178 2.2934 2.6348
C 1.1506 2.9392 3.6187
C 2.5371 2.9431 3.5662
C 3.1489 2.3190 2.5030
C 2.3528 1.6868 1.5629
N 1.0168 1.6364 1.6240
H -1.1328 2.9152 4.5665
H -2.9054 2.8614 6.0815
H -5.3439 2.7119 6.4482
H -6.8770 2.4992 4.5138
H -5.9532 2.4151 2.2184
H 0.6697 3.4969 4.4088
H 3.1115 3.4480 4.3318
H 4.2217 2.3020 2.3824
H 2.7944 1.1629 0.7268
Br -4.2465 3.5689 -4.6180
C -3.2035 2.6568 -3.3515
C -2.6860 3.3250 -2.2540
C -1.8944 2.6063 -1.3808
N -1.6247 1.3046 -1.5083
C -2.1440 0.6704 -2.5635
C -2.9228 1.3154 -3.5196
C -1.7569 -0.7451 -2.7333
C -2.4338 -1.6024 -3.5904
C -1.9611 -2.8898 -3.7350
Br -2.8661 -4.1098 -4.8385
C -0.8144 -3.2721 -3.0579
C -0.2211 -2.3571 -2.2134
N -0.6913 -1.1202 -2.0214
H -2.8822 4.3733 -2.0795
H -1.4474 3.0964 -0.5265
H -3.2786 0.7906 -4.3925
H -3.3288 -1.2878 -4.1043
H -0.3983 -4.2633 -3.1652
H 0.6611 -2.6140 -1.6457
C 2.4040 -1.0763 2.6827
P 0.6953 -1.2304 2.0420
C 0.5233 -3.0265 1.7934
C -0.1695 -1.0463 3.6441
H 2.5761 -1.8841 3.3969
H 2.5182 -0.1334 3.2158
H 3.1480 -1.1286 1.8919
H 0.9436 -3.3433 0.8420
H -0.5389 -3.2562 1.8013
H 1.0017 -3.5683 2.6122
H 0.1134 -1.8710 4.3009
H -1.2462 -1.0683 3.5052
H 0.1163 -0.1072 4.1239
C 1.6604 -0.6956 -0.5252
C 2.9056 -1.3278 -0.9208
C 3.3896 -2.5425 -0.4125
C 4.5970 -3.0761 -0.8403
C 5.3622 -2.4257 -1.7977
C 4.8943 -1.2333 -2.3357
C 3.6901 -0.7020 -1.9064
H 2.8235 -3.0866 0.3312
H 4.9390 -4.0141 -0.4211
H 6.3013 -2.8487 -2.1291
H 5.4622 -0.7213 -3.1036
H 3.3104 0.2045 -2.3626
O 0.9013 2.0869 -1.0185
S 1.4016 3.3144 -1.7176
C 0.9506 3.1790 -3.4827
C 1.5839 2.0535 -4.2428
C 1.1089 0.7565 -4.0890
C 1.6835 -0.2951 -4.7853
C 2.7455 -0.0568 -5.6458
C 3.2286 1.2354 -5.8054
C 2.6495 2.2863 -5.1086
C 3.1851 3.1611 -1.9671
C 4.0451 3.4776 -0.7733
C 3.8447 4.6256 -0.0113
C 4.7342 4.9581 1.0004
C 5.8411 4.1565 1.2479
C 6.0436 3.0087 0.4937
C 5.1428 2.6645 -0.5055
H 1.2093 4.1559 -3.8988
H -0.1386 3.1062 -3.4676
H 0.3013 0.5719 -3.3980
H 1.3083 -1.3018 -4.6463
H 3.1963 -0.8750 -6.1922
H 4.0517 1.4277 -6.4812
H 3.0206 3.2955 -5.2516
H 3.3908 3.8722 -2.7734
H 3.3774 2.1608 -2.3514
H 2.9986 5.2726 -0.2146
H 4.5726 5.8559 1.5836
H 6.5471 4.4293 2.0220
H 6.9043 2.3788 0.6809
H 5.2997 1.7654 -1.0922
C -4.1821 -5.5323 4.9686
C -3.7861 -4.5225 3.9260
C -3.2546 -4.9114 2.7082
C -2.8841 -3.9888 1.7293
C -2.4210 -4.5347 0.4042
C -3.0190 -2.6187 1.9968
Te -2.4932 -1.1709 0.5270
C -3.6243 -2.2095 3.1982
C -3.9799 -0.7734 3.4653
C -3.9799 -3.1636 4.1435
H -3.8820 -6.5385 4.6785
H -5.2636 -5.5344 5.1161
H -3.7226 -5.3054 5.9319
H -3.1259 -5.9690 2.5013
H -2.0354 -5.5486 0.5182
H -1.6625 -3.9132 -0.0629
H -3.2606 -4.5684 -0.2963
H -3.1574 -0.0913 3.2517
H -4.2995 -0.6339 4.4990
H -4.7955 -0.4661 2.8078
H -4.4369 -2.8359 5.0723
*
```

Energy relative to the best compared isomer or geometry (same formula, charge and spin) = 0.000 eV
E_LUMO = -2.7 eV